1.
19
Properties=species:S:1:pos:R:3:nbo_charge:R:1 method="wB97M-V/def2-TZVPD" de_lowest_kcal_mol=11.27 smiles=CCC.CC lumo_ha=0.043 max_force_ev_per_a=1.5 spin_multiplicity=1
C -0.766 -1.458 -1.301 -0.61
C -1.776 -0.949 -0.267 -0.40
C -1.384 -1.000 1.209 -0.60
H -0.246 -2.338 -0.931 0.20
H -1.375 -1.686 -2.174 0.21
H -0.100 -0.661 -1.617 0.21
H -2.074 0.081 -0.537 0.19
H -2.791 -1.350 -0.416 0.19
H -0.640 -0.243 1.426 0.20
H -2.292 -0.813 1.785 0.21
H -0.985 -1.981 1.479 0.20
C 1.103 1.656 0.132 -0.60
C 2.646 1.626 0.186 -0.61
H 0.772 1.459 -0.885 0.20
H 0.741 0.993 0.912 0.20
H 0.745 2.632 0.480 0.20
H 2.953 1.775 1.226 0.20
H 3.087 2.447 -0.370 0.21
H 2.982 0.614 -0.009 0.20

---

2.
16
Properties=species:S:1:pos:R:3:nbo_charge:R:1 method="wB97M-V/def2-TZVPD" de_lowest_kcal_mol=19.79 smiles=C[C@H](O)CCO lumo_ha=0.030 max_force_ev_per_a=0.7 spin_multiplicity=1
C -0.210 1.090 -1.200 -0.65
C -0.898 -0.145 -0.634 0.10
O -1.963 0.239 0.233 -0.72
C 0.048 -1.107 0.095 -0.46
C 0.738 -0.513 1.321 -0.07
O 2.115 -0.270 1.053 -0.72
H 0.593 0.815 -1.891 0.22
H -0.935 1.711 -1.738 0.22
H 0.207 1.720 -0.408 0.19
H -1.360 -0.692 -1.465 0.18
H -1.723 1.065 0.686 0.46
H -0.558 -1.955 0.438 0.22
H 0.789 -1.496 -0.613 0.22
H 0.281 0.418 1.668 0.15
H 0.699 -1.228 2.149 0.19
H 2.177 0.349 0.307 0.46

---

3.
102
Properties=species:S:1:pos:R:3:lowdin_charge:R:1 method="wB97M-V/def2-TZVPD" de_lowest_kcal_mol=0.00 total_charge=+2 lumo_ha=-0.190 max_force_ev_per_a=0.1 spin_multiplicity=1
Al 1.067 -0.076 0.842 -0.08
N -0.488 6.248 -2.016 0.17
C -1.235 7.016 -2.882 -0.18
C -1.219 8.377 -3.183 -0.01
C -2.132 8.803 -4.120 -0.07
C -3.034 7.914 -4.743 -0.07
C -3.044 6.574 -4.443 0.00
C -2.122 6.118 -3.494 -0.21
N -1.910 4.845 -3.016 0.20
C -0.939 4.959 -2.148 -0.29
C -0.421 3.817 -1.411 -0.09
C 0.538 3.915 -0.397 0.03
C 0.954 2.775 0.248 -0.07
N 0.490 1.555 -0.062 0.04
C -0.428 1.454 -1.045 -0.04
C -0.908 2.545 -1.724 0.05
H 0.275 6.577 -1.451 0.16
H -0.531 9.066 -2.711 0.11
H -2.162 9.849 -4.390 0.11
H -3.730 8.305 -5.472 0.11
H -3.731 5.886 -4.917 0.12
H 0.957 4.865 -0.098 0.12
H 1.690 2.824 1.043 0.12
H -0.774 0.456 -1.283 0.11
H -1.654 2.432 -2.500 0.08
C 1.838 -1.033 7.153 -0.08
C 1.793 0.167 6.211 -0.29
C 1.108 -0.205 4.899 -0.33
S 1.178 1.131 3.707 1.05
O 0.388 0.602 2.490 -0.44
C 0.105 2.370 4.451 -0.31
C -1.189 1.925 5.122 -0.26
C -2.204 1.258 4.203 -0.09
H 2.324 -0.767 8.089 0.09
H 2.392 -1.862 6.710 0.08
H 0.833 -1.386 7.386 0.09
H 2.807 0.523 6.011 0.10
H 1.260 0.990 6.691 0.11
H 0.062 -0.486 5.028 0.10
H 1.623 -1.030 4.400 0.10
H -0.085 3.055 3.620 0.10
H 0.761 2.891 5.153 0.10
H -1.622 2.832 5.549 0.13
H -0.965 1.281 5.975 0.10
H -2.389 1.867 3.315 0.09
H -3.152 1.132 4.723 0.09
H -1.871 0.273 3.876 0.05
O 2.561 -2.783 -0.452 -0.29
Cl 2.590 -1.685 -1.369 0.76
O 2.234 -2.050 -2.683 -0.23
O 3.847 -1.005 -1.308 -0.31
O 1.541 -0.701 -0.905 -0.29
C 5.254 0.925 0.624 -0.16
As 4.372 -0.398 1.676 1.13
C 4.736 -0.016 3.513 -0.18
C 4.980 -2.175 1.346 -0.16
O 2.686 -0.235 1.534 -0.35
H 6.330 0.778 0.723 0.07
H 4.988 1.907 1.010 0.05
H 4.957 0.819 -0.414 0.04
H 5.813 -0.042 3.680 0.06
H 4.260 -0.771 4.138 0.05
H 4.353 0.973 3.757 0.04
H 5.933 -2.285 1.864 0.06
H 5.097 -2.340 0.281 0.04
H 4.251 -2.873 1.752 0.06
Cl -3.346 1.249 -4.436 0.72
C -2.926 -0.293 -3.770 -0.65
C -1.592 -0.625 -3.601 -0.10
C -1.266 -1.845 -3.030 -0.01
C -2.246 -2.754 -2.644 -0.17
C -1.851 -4.067 -1.989 -0.29
C -2.214 -4.114 -0.504 -0.03
N -1.746 -2.915 0.194 -0.01
C -2.545 -1.959 0.781 0.01
C -1.721 -0.963 1.182 -0.06
N -0.423 -1.292 0.820 0.06
C -0.489 -2.483 0.225 -0.06
O -0.458 -4.267 -2.053 -0.15
C 0.004 -4.889 -3.261 -0.13
C -0.522 -6.283 -3.410 -0.34
C -0.251 -7.297 -2.537 -0.97
Cl 0.750 -7.194 -1.146 0.67
S -1.018 -8.765 -2.960 1.03
C -1.733 -8.038 -4.332 -0.39
C -1.388 -6.728 -4.451 -0.14
C -3.574 -2.401 -2.866 -0.57
Cl -4.854 -3.503 -2.452 0.76
C -3.930 -1.178 -3.414 -0.11
H -0.817 0.056 -3.926 0.12
H -0.224 -2.110 -2.902 0.10
H -2.386 -4.896 -2.467 0.15
H -1.750 -4.995 -0.061 0.15
H -3.291 -4.167 -0.367 0.10
H -3.612 -2.076 0.852 0.14
H -1.952 -0.039 1.678 0.10
H 0.335 -3.034 -0.196 0.13
H 1.089 -4.878 -3.173 0.13
H -0.280 -4.287 -4.130 0.13
H -2.365 -8.620 -4.982 0.08
H -1.727 -6.091 -5.257 0.12
H -4.970 -0.929 -3.568 0.11